[1]
Entry from the Open Molecules 2025 dataset: C23H41BCl22N5O as an isolated structure in a non-equilibrium geometry (the ωB97M-V functional and the def2-TZVPD basis).

```
93
Properties=species:S:1:pos:R:3:lowdin_charge:R:1
C 0.1731 -0.3989 2.6759 -0.06
C 0.0144 0.7521 1.5533 -0.38
N 0.2585 1.9861 1.9390 0.12
C -0.4575 0.2822 0.0956 -0.08
C 0.6042 0.5374 -1.0799 -0.18
C 0.0911 -0.5233 -2.2174 -0.12
N 1.3118 -1.2235 -2.7345 0.10
B 1.6966 -2.5191 -2.0610 -0.60
N 2.8323 -3.3008 -2.6841 0.14
O 1.1030 -3.0461 -0.8544 0.05
C 2.4000 -0.3383 -2.2517 -0.17
N 3.4680 -0.0577 -3.0373 0.16
N 2.0327 0.1168 -0.9133 0.07
C 2.9253 1.1052 -0.2576 -0.15
C 3.3072 0.9691 1.2596 0.01
C 4.1900 1.9768 2.0305 -0.22
C 4.7413 3.2111 1.2542 -0.16
C 4.4217 3.3645 -0.2647 -0.04
C 3.5345 2.3411 -1.0053 -0.02
H -0.8698 -0.6993 3.0780 0.08
H 0.6601 -1.2907 2.1506 0.08
H 0.8445 -0.0467 3.5322 0.09
H 0.0879 2.5986 1.1218 0.06
H -1.3947 0.9091 -0.1684 0.13
H -0.8074 -0.8022 0.1852 0.12
H 0.5569 1.5571 -1.5965 0.17
H -0.4600 0.1273 -2.9728 0.06
H -0.5643 -1.3909 -1.8754 0.12
H 3.7339 -2.8465 -2.4398 0.05
H 2.8352 -4.2757 -2.3413 0.09
H 0.6086 -3.8612 -1.1411 0.00
H 3.4406 0.8375 -3.5613 0.11
H 4.2719 -0.6891 -3.2200 -0.02
H 2.8527 0.0587 1.8015 0.10
H 4.3657 1.7693 3.1426 0.07
H 5.3649 3.9634 1.8479 0.09
H 4.8695 4.2673 -0.7964 0.10
H 3.3044 2.4775 -2.1258 0.09
C 2.8375 4.1251 4.9764 -0.94
Cl 3.1821 2.7428 6.0232 0.52
Cl 3.2817 3.7771 3.2969 0.69
H 1.7722 4.3480 5.0230 0.03
H 3.4098 4.9842 5.3241 0.03
C 1.9771 0.6080 -6.3346 -1.05
Cl 0.3724 0.4055 -7.0445 0.53
Cl 2.3058 2.3043 -5.9557 0.52
H 2.0321 0.0242 -5.4157 -0.01
H 2.7243 0.2523 -7.0428 0.02
C -3.2833 1.5480 3.4169 -1.03
Cl -4.4098 2.9056 3.3146 0.55
Cl -4.1178 0.0058 3.1818 0.52
H -2.5227 1.6607 2.6454 0.00
H -2.8150 1.5505 4.3988 -0.04
C 2.3184 -5.6962 -5.7852 -1.09
Cl 2.6133 -7.1065 -4.7607 0.51
Cl 2.8042 -6.0054 -7.4555 0.52
H 1.2551 -5.4593 -5.7638 0.02
H 2.8945 -4.8527 -5.3991 -0.13
C -2.1671 -5.2037 -2.3319 -0.95
Cl -1.3125 -4.3685 -3.6314 0.54
Cl -1.1885 -5.2368 -0.8591 0.64
H -3.0998 -4.6799 -2.1277 0.04
H -2.3785 -6.2263 -2.6407 0.04
C -2.0366 -6.5663 2.2739 -1.06
Cl -0.8449 -6.5258 3.5787 0.51
Cl -2.8905 -8.1128 2.2348 0.51
H -2.7595 -5.7667 2.4299 0.03
H -1.5249 -6.4215 1.3235 -0.07
C -4.0005 6.7090 4.0346 -1.03
Cl -2.8170 7.0130 5.3130 0.51
Cl -5.5077 7.5785 4.3403 0.52
H -3.5869 7.0411 3.0835 0.03
H -4.2101 5.6412 3.9927 -0.03
C -7.6483 1.2322 4.4373 -1.05
Cl -7.4402 1.3613 6.1874 0.49
Cl -9.2542 1.7801 3.9409 0.51
H -6.8971 1.8479 3.9458 -0.03
H -7.5228 0.1914 4.1422 0.02
C 5.2857 -2.1098 -5.7081 -0.91
Cl 3.7887 -3.0432 -5.7565 0.63
Cl 5.7751 -1.7628 -4.0398 0.63
H 6.0759 -2.6791 -6.1952 0.05
H 5.1312 -1.1686 -6.2341 0.03
C -3.7057 0.0532 -3.8871 -0.98
Cl -2.7285 1.2740 -3.0605 0.55
Cl -2.6963 -1.2115 -4.6054 0.51
H -4.3832 -0.4025 -3.1666 0.03
H -4.2786 0.5377 -4.6764 0.04
C -3.9404 3.9475 7.4412 -1.00
Cl -3.4033 2.4686 6.6331 0.54
Cl -5.7014 4.0025 7.5652 0.51
H -3.5137 3.9783 8.4427 0.03
H -3.5985 4.8080 6.8681 -0.03
```

Its largest force on an atom is 5.668 eV/A. Its spin multiplicity is 1. The gap between HOMO and LUMO is 0.237 Ha. The value obtained for the highest occupied orbital energy is -11.225 eV. As for the total charge: +1.

---

[2]
Entry from the Open Molecules 2025 dataset: C23H41ClP2Re as an isolated structure in a non-equilibrium geometry (the ωB97M-V functional and the def2-TZVPD basis).

```
68
Properties=species:S:1:pos:R:3:mulliken_spin:R:1
Re 0.6382 0.7926 -1.5939 1.05
C 1.7666 0.4726 0.4314 0.09
C 1.0844 1.7313 0.2936 0.01
C -0.4886 0.0060 0.1674 0.04
C 0.8000 -0.5724 0.2955 -0.02
C -0.3286 1.4463 0.2207 0.03
C 3.1424 0.2373 0.9777 0.00
H 3.7277 1.1637 1.0927 0.00
H 3.7054 -0.4664 0.3415 0.00
H 3.0691 -0.2092 1.9884 0.00
C 1.0793 -2.0095 0.6146 -0.01
H 2.0814 -2.3053 0.2648 0.00
H 0.3483 -2.6905 0.1643 0.00
H 1.0477 -2.1478 1.7106 0.00
C -1.8005 -0.6812 0.4351 0.01
H -1.9171 -0.7911 1.5279 0.00
H -1.8410 -1.6766 -0.0194 0.00
H -2.6557 -0.1033 0.0595 0.00
C -1.3900 2.3399 0.8141 0.00
H -1.5348 2.0395 1.8696 0.00
H -2.3644 2.2199 0.3055 0.01
H -1.0967 3.3981 0.7804 0.00
C 1.5910 3.0858 0.6652 0.00
H 1.2952 3.3132 1.7029 0.00
H 1.1603 3.8614 0.0220 0.00
H 2.6787 3.1421 0.5895 0.00
C 1.1877 0.3079 -4.3320 0.97
C 2.5635 0.7786 -4.1419 -0.05
C 2.9521 2.2121 -4.5634 -0.01
C 1.8928 3.2734 -4.2258 0.00
C 0.7680 2.9018 -3.2728 -0.12
C -0.5274 2.3972 -3.9067 -0.05
C -0.5582 1.7152 -5.3961 0.10
C 0.6328 0.8141 -5.6541 0.07
H 3.1762 2.1922 -5.6385 0.01
H 1.4269 3.6432 -5.1480 0.00
H 3.9113 2.4554 -4.0740 0.00
H 1.3998 1.3803 -6.1942 0.01
H 1.0637 -0.7894 -4.2305 -0.10
H 3.1558 0.0932 -4.8076 0.04
H 0.3483 -0.0201 -6.3178 0.00
H -1.4729 1.0885 -5.4978 -0.01
H -1.2822 3.2391 -3.9900 0.00
H -0.6560 2.5625 -6.1177 0.01
H 2.4034 4.1256 -3.7774 0.00
H 0.4621 3.8035 -2.7225 0.01
P 3.1322 0.4585 -2.4123 -0.01
C 3.3016 -1.3829 -2.8232 0.01
C 4.0011 1.9506 -1.6231 0.00
P -2.2868 1.7933 -1.9529 0.17
C -0.9085 1.3469 -2.9336 0.58
C -2.1567 3.7567 -1.6895 0.04
C -3.1998 0.9384 -3.2976 0.16
H 2.2970 -1.8230 -2.7273 -0.01
H 3.9987 -1.8912 -2.1465 0.00
H 3.6362 -1.5285 -3.8585 0.00
H 3.3902 2.8421 -1.6885 0.00
H 4.9907 2.1453 -2.0444 0.00
H 4.1221 1.6841 -0.5710 0.00
H -2.9149 1.2680 -4.2920 -0.01
H -4.2667 1.0844 -3.0933 0.01
H -2.8786 -0.1023 -3.1780 0.00
H -0.4783 0.3888 -3.3764 -0.10
H 1.2326 2.2741 -2.4575 0.00
H -2.9629 3.9519 -0.9695 0.00
H -2.3335 4.3639 -2.5749 0.01
H -1.2158 4.0670 -1.2120 -0.01
Cl -0.0973 -1.5153 -2.4653 0.09
```

Its largest force on an atom is 3.806 eV/A. Its spin multiplicity is 4. The calculation puts the energy above the lowest of the compared OMol25 structures with the same formula, charge and spin at 0.0 kJ/mol. The gap between HOMO and LUMO (alpha / beta) is 0.240 / 0.214 Ha. The value obtained for the highest occupied orbital energy (alpha / beta) is -13.615 / -14.134 eV. As for the total charge: +2.